16
Properties=species:S:1:pos:R:3 method="wB97M-V/def2-TZVPD" smiles="CN[C@H](CO)C(=O)[O-]" relative_energy_kcal_mol=31.51 total_charge=-1 multiplicity=1
H -0.251 -0.165 -1.830
C -1.346 0.647 0.625
C 1.031 0.327 0.070
H 0.834 -2.238 -1.388
O 1.530 0.500 1.212
H -0.076 0.918 2.041
N -0.783 -0.804 -1.235
H -0.233 -1.226 0.793
H -0.701 -2.899 -0.960
O 1.436 0.698 -1.047
C -0.251 -2.109 -1.544
C -0.361 -0.381 0.114
O -0.989 1.187 1.901
H -1.449 1.504 -0.057
H -0.496 -2.403 -2.559
H -2.352 0.244 0.669